# 1
Computed, not measured: a 3-piece molecular cluster, C20H47N3O7 overall in a non-equilibrium geometry, with ωB97M-V/def2-TZVPD.

## Properties
M (g/mol): 441.6
Kohn-Sham gap (eV): 9.360
Multiplicity: 1
LUMO level (eV): 0.67
SMILES: COC[C@@H](CC(=O)N(C)C)OC.COCCNCCOC.COCCNCCOC
Electronic energy (Ha): -1481.02400

Last column: Mulliken charge in e.
CARTESIAN COORDINATES (ANGSTROEM)
C 0.99 -2.24 -3.09  -0.43
O 0.10 -2.84 -2.17  -0.41
C 0.27 -4.22 -2.00  -1.12
C -0.63 -5.05 -2.92  0.63
C -2.06 -5.19 -2.37  -1.31
C -3.14 -4.64 -3.26  0.60
O -3.34 -5.15 -4.31  -0.59
N -3.90 -3.60 -2.79  0.03
C -4.90 -3.16 -3.75  -1.04
C -3.11 -2.50 -2.20  -0.88
O -0.60 -4.59 -4.24  -0.39
C 0.43 -5.14 -5.01  -0.85
H 0.58 -2.34 -4.09  0.26
H 1.97 -2.72 -3.11  0.38
H 1.06 -1.18 -2.91  -0.01
H -0.01 -4.45 -0.98  0.44
H 1.31 -4.53 -2.09  0.48
H -0.19 -6.05 -2.91  0.56
H -2.12 -4.78 -1.37  0.33
H -2.28 -6.24 -2.27  0.44
H -5.41 -2.31 -3.33  0.42
H -4.48 -2.88 -4.72  0.34
H -5.62 -3.94 -3.92  0.31
H -3.50 -1.55 -2.51  0.43
H -2.05 -2.55 -2.43  0.25
H -3.21 -2.53 -1.12  0.25
H 0.42 -6.23 -4.99  0.36
H 1.40 -4.75 -4.72  0.28
H 0.26 -4.85 -6.04  0.29
C 1.99 5.02 0.66  -0.45
O 3.19 4.72 -0.03  -0.38
C 4.12 3.97 0.74  -0.72
C 4.30 2.58 0.16  -0.42
N 3.09 1.79 0.35  0.11
C 3.09 0.52 -0.38  -0.67
C 3.08 0.57 -1.90  -0.60
O 1.88 1.09 -2.45  -0.41
C 1.84 2.50 -2.58  -0.56
H 1.41 5.69 0.02  0.26
H 1.40 4.13 0.86  0.04
H 2.20 5.54 1.60  0.36
H 3.82 3.92 1.79  0.33
H 5.08 4.49 0.69  0.42
H 5.13 2.08 0.66  0.35
H 4.55 2.69 -0.90  0.28
H 2.29 2.33 0.05  -0.12
H 2.19 -0.03 -0.06  0.21
H 3.95 -0.07 -0.04  0.45
H 3.14 -0.46 -2.26  0.39
H 3.96 1.09 -2.30  0.41
H 2.83 2.93 -2.77  0.32
H 1.39 2.97 -1.70  0.14
H 1.20 2.73 -3.44  0.28
C 0.89 1.27 2.60  -0.64
O -0.05 2.33 2.55  -0.24
C -1.36 1.92 2.18  -0.88
C -2.32 2.09 3.34  -0.24
N -2.04 1.13 4.40  -0.32
C -2.77 1.37 5.64  -0.68
C -2.46 2.65 6.41  -0.48
O -1.15 2.69 6.96  -0.43
C -0.14 3.18 6.09  -0.53
H 1.87 1.70 2.78  0.23
H 0.67 0.57 3.41  0.40
H 0.92 0.73 1.65  0.13
H -1.37 0.89 1.81  0.36
H -1.68 2.57 1.36  0.40
H -3.34 1.94 2.98  0.40
H -2.23 3.13 3.69  0.18
H -1.05 1.15 4.60  0.08
H -2.57 0.53 6.30  0.37
H -3.84 1.35 5.42  0.40
H -3.14 2.69 7.26  0.35
H -2.65 3.56 5.82  0.34
H -0.53 3.93 5.40  0.27
H 0.34 2.37 5.54  0.17
H 0.62 3.65 6.71  0.32



# 2
Computed, not measured: a 7-piece molecular cluster, C20H48Cl8O11P2 overall in a non-equilibrium geometry, with ωB97M-V/def2-TZVPD.

## Properties
ΔE to the lowest compared entry with this formula, charge and spin (kcal/mol): 0.0
M (g/mol): 810.2
Kohn-Sham gap (eV): 9.784
Multiplicity: 1
LUMO level (eV): 0.43
SMILES: COP(=O)(OC)OC.COP(=O)(OC)OC.COCCOCCOC.ClCCCl.ClCCCl.ClCCCl.ClCCCl
Electronic energy (Ha): -5982.82602

Last column: Mulliken charge in e.
CARTESIAN COORDINATES (ANGSTROEM)
C -18.98 -1.08 -7.13  -0.70
O -18.31 -1.39 -5.93  -0.43
P -17.50 -0.33 -5.08  1.31
O -18.18 0.94 -4.84  -0.69
O -17.12 -1.14 -3.78  -0.24
C -16.25 -2.29 -3.74  -0.67
O -16.14 -0.16 -5.93  -0.42
C -15.42 1.07 -5.76  -0.23
H -18.82 -1.92 -7.82  0.33
H -18.55 -0.28 -7.74  0.26
H -20.03 -0.85 -7.03  0.28
H -16.87 -3.15 -4.00  0.28
H -15.94 -2.30 -2.70  0.20
H -15.38 -2.21 -4.38  0.31
H -15.58 1.65 -6.68  0.25
H -14.33 1.02 -5.80  0.30
H -15.82 1.58 -4.89  -0.04
C -16.79 3.29 -1.06  -0.84
O -16.21 2.57 -2.14  0.31
P -15.01 1.53 -1.91  0.64
O -14.70 0.67 -3.07  -0.56
O -13.82 2.50 -1.50  -0.45
C -13.06 3.15 -2.49  -0.56
O -15.33 0.79 -0.53  -0.40
C -16.61 0.19 -0.27  -0.78
H -16.17 4.15 -0.78  0.31
H -16.84 2.69 -0.15  0.36
H -17.83 3.54 -1.25  0.25
H -13.47 4.14 -2.68  0.16
H -12.90 2.62 -3.43  0.24
H -12.05 3.34 -2.11  0.34
H -17.33 0.39 -1.06  0.36
H -16.86 0.46 0.75  0.32
H -16.49 -0.90 -0.22  0.26
C -17.42 10.12 -7.39  -0.65
O -16.45 10.95 -8.02  -0.34
C -16.86 12.28 -8.14  -0.56
C -17.74 12.49 -9.39  -0.61
O -17.11 11.99 -10.56  -0.20
C -15.97 12.67 -11.02  -0.20
C -15.47 11.95 -12.26  -0.77
O -16.23 12.07 -13.45  -0.41
C -17.45 11.38 -13.46  -0.58
H -18.12 9.60 -8.06  0.28
H -18.01 10.64 -6.64  0.36
H -16.81 9.40 -6.84  0.14
H -15.99 12.94 -8.18  0.39
H -17.39 12.72 -7.28  0.38
H -18.02 13.54 -9.52  0.38
H -18.65 11.89 -9.36  0.26
H -15.15 12.68 -10.30  0.31
H -16.31 13.67 -11.34  0.29
H -15.49 10.86 -12.10  0.39
H -14.44 12.26 -12.47  0.36
H -17.79 11.40 -14.50  0.27
H -18.21 11.83 -12.82  0.20
H -17.43 10.34 -13.12  0.29
Cl -19.50 10.45 -1.30  -0.23
C -19.13 8.69 -1.53  -0.28
C -20.38 7.99 -2.02  -0.54
Cl -19.92 6.54 -2.96  -0.12
H -18.64 8.20 -0.69  0.35
H -18.36 8.72 -2.30  0.17
H -21.05 8.68 -2.53  0.36
H -20.93 7.60 -1.16  0.29
Cl -17.07 6.84 -5.45  -0.11
C -16.83 5.15 -4.88  -0.07
C -15.47 5.10 -4.24  0.49
Cl -15.28 6.23 -2.85  -0.20
H -16.95 4.44 -5.70  -0.09
H -17.72 5.01 -4.27  0.17
H -14.67 5.30 -4.94  0.45
H -15.29 4.10 -3.84  -0.67
Cl -18.12 3.22 -7.98  -0.20
C -19.60 3.46 -7.06  -0.14
C -20.82 3.40 -7.97  -0.59
Cl -20.95 1.91 -8.86  -0.18
H -19.54 4.41 -6.51  0.28
H -19.64 2.70 -6.28  0.17
H -20.66 4.21 -8.69  0.31
H -21.77 3.58 -7.48  0.38
Cl -12.72 4.06 -9.61  -0.19
C -11.99 5.22 -8.46  -0.35
C -11.49 4.48 -7.23  -0.75
Cl -12.69 3.73 -6.12  -0.03
H -12.74 5.98 -8.28  0.31
H -11.13 5.62 -8.98  0.30
H -10.88 5.12 -6.59  0.34
H -10.83 3.67 -7.53  0.36



# 3
Computed, not measured: C20H48DyN3OP as an isolated structure in a non-equilibrium geometry, with ωB97M-V/def2-TZVPD.

## Properties
Charge: +3
M (g/mol): 540.1
Kohn-Sham gap (alpha / beta) (eV): 3.644 / 5.410
Multiplicity: 6
⟨S²⟩: 9.78
LUMO level (alpha / beta) (eV): -11.51 / -9.71
Electronic energy (Ha): -2255.54155

Last column: Mulliken spin population.
CARTESIAN COORDINATES (ANGSTROEM)
C 10.87 -3.14 -0.35  0.00
C 10.62 -1.59 -0.43  0.00
C 9.74 -1.10 0.78  0.00
C 9.01 0.26 0.52  0.00
C 7.74 0.13 -0.40  0.00
C 6.38 0.33 0.39  -0.02
C 5.42 1.32 -0.36  0.01
C 4.15 1.71 0.48  -0.07
C 2.79 1.18 -0.17  -0.01
C 1.52 2.07 0.18  -0.02
C 0.45 2.15 -0.96  0.02
C -0.62 1.01 -0.93  -0.01
C -1.53 1.00 0.34  0.00
C -2.80 1.91 0.26  0.01
C -4.10 1.19 -0.26  0.01
C -5.23 1.05 0.81  0.07
P -6.69 -0.02 0.21  0.02
C -7.36 1.41 -0.98  0.29
O -7.42 0.95 -2.31  0.12
C -8.64 0.20 -2.50  0.00
C -6.26 -1.44 1.48  0.20
C -7.06 -2.76 1.23  0.02
N -6.61 -3.74 2.23  0.02
N -8.50 -2.55 1.46  0.00
N -6.78 -3.40 -0.08  0.01
H 9.97 -3.67 0.02  0.00
H 11.08 -3.51 -1.38  0.00
H 11.72 -3.39 0.31  0.00
H 11.60 -1.07 -0.39  0.00
H 10.08 -1.34 -1.37  0.00
H 9.03 -1.93 1.03  0.00
H 10.43 -0.92 1.63  0.00
H 8.71 0.66 1.51  0.00
H 9.77 0.96 0.10  0.00
H 7.83 0.86 -1.24  0.00
H 7.76 -0.88 -0.85  0.00
H 6.61 0.67 1.42  0.00
H 5.93 -0.68 0.48  0.00
H 6.01 2.28 -0.50  0.02
H 5.16 0.98 -1.39  0.01
H 4.04 2.85 0.48  -0.35
H 4.21 1.39 1.54  0.00
H 2.97 1.08 -1.27  0.04
H 2.61 0.17 0.26  0.01
H 1.88 3.14 0.37  0.01
H 1.12 1.73 1.15  0.00
H 0.93 2.21 -1.98  0.00
H -0.08 3.13 -0.84  0.01
H -1.21 1.05 -1.88  0.00
H -0.08 0.04 -0.95  0.00
H -1.85 -0.05 0.51  0.00
H -0.95 1.33 1.24  0.00
H -2.58 2.76 -0.42  0.00
H -2.99 2.31 1.28  0.00
H -4.52 1.82 -1.08  0.00
H -3.85 0.22 -0.76  0.00
H -4.88 0.65 1.78  0.00
H -5.69 2.04 1.04  0.00
H -7.92 0.13 0.93  0.11
H -6.60 -0.94 -0.89  0.08
H -6.77 2.34 -0.88  0.01
H -8.40 1.66 -0.68  -0.01
H -8.57 -0.38 -3.44  0.00
H -8.80 -0.52 -1.66  0.01
H -9.52 0.87 -2.60  0.00
H -6.60 -1.04 2.47  0.00
H -5.17 -1.61 1.51  0.01
H -6.89 -4.65 1.85  0.00
H -7.14 -3.62 3.09  0.00
H -8.87 -1.76 0.93  0.00
H -9.04 -3.35 1.12  0.00
H -7.52 -3.20 -0.74  0.00
H -5.87 -3.10 -0.43  0.00
Dy 3.84 4.15 -1.06  4.35



# 4
Computed, not measured: a 3-piece molecular cluster, C20H48N4O6P overall in a non-equilibrium geometry, with ωB97M-V/def2-TZVPD.

## Properties
Charge: -1
M (g/mol): 471.6
Kohn-Sham gap (eV): 6.327
Multiplicity: 1
LUMO level (eV): 2.36
Electronic energy (Ha): -1802.55731

Last column: Mulliken charge in e.
CARTESIAN COORDINATES (ANGSTROEM)
C 0.60 -1.36 -1.39  -1.09
C -0.58 -1.16 -2.44  -0.34
P -0.92 0.63 -2.82  0.28
C -1.04 0.69 -4.71  -1.00
N -2.49 1.18 -2.21  0.01
C -3.40 0.03 -2.17  -0.53
C -4.91 0.33 -2.01  -0.53
C -5.56 -1.02 -1.46  -0.54
N -7.04 -0.94 -1.43  -0.67
C -2.19 1.73 -0.85  -0.42
C -1.66 3.21 -0.88  0.29
O -1.90 3.99 -1.81  -0.71
O -0.94 3.58 0.11  -0.70
H 1.06 -2.35 -1.63  0.23
H 1.36 -0.58 -1.59  0.48
H 0.24 -1.37 -0.35  0.16
H -1.41 -1.79 -2.06  0.13
H -0.22 -1.67 -3.37  0.33
H -0.57 1.63 -5.08  0.32
H -0.45 -0.16 -5.12  0.35
H -2.12 0.64 -4.95  0.26
H -3.27 -0.56 -3.11  0.50
H -3.10 -0.61 -1.29  0.08
H -5.18 1.10 -1.26  0.29
H -5.45 0.50 -2.98  0.27
H -5.15 -1.24 -0.44  0.26
H -5.22 -1.87 -2.10  0.29
H -7.39 -1.28 -2.32  0.28
H -7.26 0.06 -1.43  0.29
H -1.33 1.12 -0.45  0.08
H -3.09 1.67 -0.21  0.36
C 0.76 6.11 1.02  -0.75
O 1.77 6.72 1.84  -0.39
C 2.19 5.91 2.92  -0.77
C 3.61 5.40 2.70  -0.19
N 3.66 4.40 1.64  -0.26
C 5.01 4.07 1.20  -0.68
C 5.86 5.18 0.58  -0.48
O 5.39 5.64 -0.67  -0.42
C 4.36 6.62 -0.61  -0.51
H 0.37 6.87 0.34  0.33
H 1.17 5.29 0.42  0.29
H -0.06 5.73 1.63  0.33
H 1.50 5.09 3.12  0.39
H 2.20 6.56 3.81  0.40
H 3.98 4.96 3.63  0.37
H 4.23 6.27 2.47  0.15
H 3.14 4.75 0.84  0.01
H 4.90 3.28 0.45  0.38
H 5.55 3.63 2.05  0.38
H 6.85 4.76 0.39  0.34
H 6.02 6.02 1.27  0.35
H 4.47 7.28 0.26  0.27
H 3.38 6.15 -0.61  0.19
H 4.43 7.23 -1.51  0.29
C -1.35 -5.79 4.01  -0.72
O -0.09 -5.31 3.59  -0.33
C 0.85 -6.34 3.29  -0.81
C 1.12 -6.42 1.80  -0.14
N -0.04 -6.95 1.08  -0.33
C 0.05 -6.81 -0.37  -0.95
C 0.13 -5.40 -0.96  -0.32
O -1.05 -4.64 -0.80  -0.41
C -1.18 -3.98 0.45  -0.45
H -1.92 -4.94 4.39  0.24
H -1.91 -6.23 3.18  0.30
H -1.24 -6.52 4.82  0.33
H 0.54 -7.31 3.70  0.40
H 1.79 -6.06 3.79  0.39
H 1.98 -7.08 1.62  0.40
H 1.38 -5.41 1.46  0.12
H -0.87 -6.46 1.39  0.10
H -0.85 -7.29 -0.79  0.37
H 0.90 -7.39 -0.73  0.42
H 0.26 -5.51 -2.04  0.39
H 1.00 -4.84 -0.60  0.31
H -0.21 -3.67 0.86  0.25
H -1.70 -4.62 1.17  0.24
H -1.79 -3.09 0.31  0.18



# 5
Computed, not measured: a 8-piece molecular cluster, C20H48N8O8 overall in a non-equilibrium geometry, with ωB97M-V/def2-TZVPD.

## Properties
ΔE to the lowest compared entry with this formula, charge and spin (kcal/mol): 21.3
M (g/mol): 528.7
Kohn-Sham gap (eV): 9.284
Multiplicity: 1
LUMO level (eV): 0.36
SMILES: CNC(C)=O.CNC(C)=O.CNC(C)=O.CNC(C)=O.CC(N)=O.CC(N)=O.CC(N)=O.CC(N)=O
Electronic energy (Ha): -1830.88688

Last column: Mulliken charge in e.
CARTESIAN COORDINATES (ANGSTROEM)
C 3.41 -2.13 -2.80  -1.01
N 3.24 -0.69 -2.89  -0.02
C 3.53 0.22 -2.03  0.71
C 4.38 -0.16 -0.78  -1.26
O 3.05 1.32 -2.06  -0.84
H 4.37 -2.47 -3.18  0.35
H 2.77 -2.55 -3.57  0.32
H 3.29 -2.44 -1.77  0.27
H 2.63 -0.32 -3.60  0.30
H 5.21 -0.47 -1.42  0.46
H 3.95 -0.89 -0.09  0.30
H 4.61 0.75 -0.22  0.19
C -0.36 -4.70 0.34  -0.82
N 0.13 -6.07 0.07  -0.19
C -0.69 -7.13 0.03  0.64
C -0.14 -8.40 -0.57  -0.99
O -1.92 -7.09 0.35  -0.67
H 0.45 -4.09 0.76  0.34
H -1.18 -4.74 1.05  0.32
H -0.71 -4.35 -0.63  0.25
H 1.06 -6.18 -0.31  0.25
H -0.87 -8.95 -1.16  0.30
H 0.05 -9.12 0.23  0.25
H 0.76 -8.31 -1.19  0.31
C 1.00 3.04 2.10  -0.49
N 1.19 3.14 3.52  -0.18
C 0.42 2.48 4.37  0.55
C 0.92 2.44 5.84  -1.09
O -0.50 1.80 3.96  -0.62
H 1.28 2.07 1.70  0.22
H 1.68 3.65 1.51  0.27
H -0.04 3.26 1.88  0.11
H 2.12 3.31 3.87  0.30
H 0.08 2.66 6.49  0.32
H 1.53 3.31 6.03  0.35
H 1.36 1.48 6.12  0.25
C -0.84 6.09 -0.30  -0.75
N -1.95 5.27 -0.07  -0.17
C -2.00 3.97 -0.27  0.41
C -3.43 3.39 -0.02  -1.08
O -1.15 3.31 -0.72  -0.56
H 0.08 5.57 -0.02  0.18
H -1.08 6.98 0.28  0.35
H -0.70 6.36 -1.34  0.25
H -2.78 5.70 0.31  0.27
H -3.24 2.56 0.67  0.17
H -3.91 2.90 -0.87  0.29
H -4.21 3.98 0.45  0.35
C 4.27 3.92 -0.49  -0.95
C 2.83 4.33 -0.70  0.67
N 1.92 3.47 -1.13  0.06
O 2.40 5.25 -0.11  -0.63
H 4.37 3.33 0.42  0.15
H 4.88 4.81 -0.36  0.38
H 4.72 3.40 -1.34  0.31
H 2.13 2.55 -1.49  0.30
H 0.94 3.70 -1.04  0.04
C -6.25 -2.56 3.78  -1.05
C -4.77 -2.42 3.29  0.63
N -4.26 -1.37 2.66  -0.25
O -4.05 -3.33 3.66  -0.60
H -6.95 -2.80 2.98  0.33
H -6.48 -1.72 4.43  0.30
H -6.41 -3.49 4.33  0.29
H -4.97 -0.82 2.19  0.19
H -3.28 -1.27 2.45  0.22
C -1.36 -0.36 0.87  -0.92
C -0.20 -0.56 -0.18  0.56
N 0.00 0.43 -1.05  0.54
O 0.40 -1.61 -0.24  -0.57
H -1.85 -1.29 1.17  0.00
H -2.14 0.31 0.51  0.36
H -1.10 0.28 1.72  0.46
H -0.34 1.38 -1.11  0.21
H 0.72 0.14 -1.69  -0.41
C 0.11 -1.47 -5.84  -1.50
C -0.03 -1.12 -4.41  0.88
N -0.84 -1.88 -3.75  -0.28
O 0.54 -0.20 -3.83  -0.65
H -0.82 -1.11 -6.27  0.40
H 0.32 -2.50 -6.14  0.42
H 0.96 -0.96 -6.28  0.32
H -0.94 -1.58 -2.79  0.19
H -1.31 -2.63 -4.23  0.18



# 6
Computed, not measured: C20H49BBr2Cs2F4N3O6 as an isolated structure in a non-equilibrium geometry, with ωB97M-V/def2-TZVPD.

## Properties
Charge: +2
M (g/mol): 940.0
Kohn-Sham gap (alpha / beta) (eV): 7.223 / 2.633
Multiplicity: 2
⟨S²⟩: 0.75
LUMO level (alpha / beta) (eV): -4.75 / -9.34
Electronic energy (Ha): -7019.21973

Last column: Mulliken spin population.
CARTESIAN COORDINATES (ANGSTROEM)
Cs 0.92 -0.20 -12.40  0.00
Cs 4.55 -2.73 -17.57  0.00
B 2.01 -1.86 -14.96  0.00
F 2.20 -0.68 -15.65  0.00
F 2.86 -1.73 -13.86  0.00
F 0.66 -1.86 -14.70  0.00
F 2.39 -2.95 -15.61  0.00
C 7.06 -5.65 -16.84  0.00
O 6.16 -4.97 -16.12  0.00
C 5.30 -5.77 -15.34  0.00
C 4.64 -5.16 -14.17  0.00
N 3.82 -5.93 -13.30  0.00
C 2.97 -6.86 -14.04  0.00
C 1.85 -7.62 -13.36  0.00
O 2.24 -8.61 -12.40  0.00
C 3.16 -9.56 -12.89  0.00
H 7.33 -6.60 -16.37  0.00
H 7.98 -5.08 -16.95  0.00
H 6.59 -5.69 -17.82  0.00
H 5.85 -6.59 -14.89  0.00
H 4.66 -6.18 -16.12  0.00
H 4.02 -4.33 -14.49  0.00
H 5.46 -4.75 -13.57  0.00
H 4.42 -6.37 -12.62  0.00
H 3.44 -7.42 -14.86  0.00
H 2.30 -6.18 -14.57  0.00
H 1.26 -8.10 -14.13  0.00
H 1.25 -6.89 -12.81  0.00
H 2.91 -10.02 -13.85  0.00
H 3.27 -10.46 -12.29  0.00
H 4.12 -9.05 -12.94  0.00
C 6.53 3.48 -20.26  0.00
O 5.77 4.59 -19.88  0.00
C 6.30 5.63 -19.04  0.00
C 6.30 5.40 -17.54  0.00
N 5.05 5.34 -16.87  0.00
C 4.22 4.26 -17.22  0.00
C 4.65 3.07 -16.30  0.00
O 4.24 3.10 -14.93  0.00
C 4.19 2.02 -14.10  0.00
H 7.58 3.51 -19.96  0.00
H 6.52 3.34 -21.34  0.00
H 6.05 2.59 -19.84  0.00
H 5.86 6.61 -19.24  0.00
H 7.34 5.81 -19.32  0.00
H 6.96 6.02 -16.94  0.00
H 6.83 4.49 -17.27  0.00
H 4.46 6.12 -17.13  0.00
H 4.30 4.05 -18.29  0.00
H 3.16 4.45 -17.04  0.00
H 5.72 3.11 -16.11  0.00
H 4.53 2.08 -16.74  0.00
H 4.20 0.99 -14.46  0.00
H 3.22 2.26 -13.66  0.00
H 4.91 2.28 -13.33  0.00
C -2.41 -2.90 -16.26  0.00
O -3.49 -2.13 -15.91  0.08
C -3.29 -0.76 -16.14  0.12
C -2.73 0.01 -14.89  0.02
N -1.28 -0.05 -14.92  0.67
C -0.60 0.98 -15.75  -0.01
C -0.76 2.47 -15.37  0.02
O 0.14 2.49 -14.24  0.01
C 0.30 3.74 -13.66  0.00
H -2.53 -3.72 -15.55  0.00
H -1.46 -2.42 -16.02  0.00
H -2.43 -3.24 -17.29  0.01
H -4.25 -0.23 -16.13  0.01
H -2.86 -0.53 -17.11  -0.01
H -3.08 -0.42 -13.95  0.01
H -3.05 1.06 -14.88  0.01
H -0.91 -0.98 -15.08  -0.02
H -0.87 0.80 -16.79  0.04
H 0.46 0.80 -15.90  0.02
H -1.78 2.68 -15.06  0.00
H -0.41 2.91 -16.31  0.00
H 1.08 3.60 -12.91  0.00
H -0.59 4.23 -13.27  0.00
H 0.64 4.60 -14.25  0.00
Br 3.88 -6.08 -9.97  0.00
C 3.98 -4.18 -9.57  0.00
C 4.35 -3.36 -10.83  0.00
Br 4.65 -1.51 -10.09  0.00
H 4.89 -4.07 -8.99  0.00
H 3.02 -3.92 -9.12  0.00
H 3.63 -3.27 -11.64  0.00
H 5.26 -3.72 -11.31  0.00